Molecular formula: C28H48F6O3SbTi
Method: DFT, ωB97M-V with the def2-TZVPD basis set

The geometry in XYZ format:
```
87
Properties=species:S:1:pos:R:3:lowdin_spin:R:1
Ti -0.232 -1.091 -0.335 1.432
C -1.606 -1.712 1.993 0.003
C -0.350 -1.661 2.638 0.022
C 0.548 -2.452 1.860 0.000
C -0.221 -3.012 0.785 0.012
C -1.579 -2.553 0.877 0.010
C -2.819 -3.263 0.348 0.002
C -2.465 -4.194 -0.813 0.000
C -3.895 -2.266 -0.099 0.001
C -3.376 -4.120 1.498 0.000
C 1.970 -3.036 2.017 0.000
C 1.831 -4.418 2.673 0.000
C 2.601 -3.201 0.618 0.004
C 2.991 -2.226 2.827 0.000
C -0.380 -0.996 4.028 0.002
C -0.915 0.442 3.923 0.001
C -1.356 -1.816 4.898 0.002
C 0.921 -0.924 4.823 0.000
H -2.499 -1.203 2.330 0.000
H 0.068 -3.886 0.221 0.003
H -1.885 -5.052 -0.460 0.000
H -1.870 -3.662 -1.552 0.000
H -3.373 -4.571 -1.293 0.000
H -3.486 -1.576 -0.834 0.000
H -4.254 -1.679 0.752 0.000
H -4.750 -2.794 -0.535 0.000
H -2.597 -4.794 1.866 0.000
H -4.235 -4.718 1.171 0.000
H -3.687 -3.485 2.329 0.000
H 1.174 -5.059 2.082 0.000
H 1.394 -4.318 3.671 0.000
H 2.807 -4.908 2.769 0.000
H 2.096 -3.960 0.020 0.000
H 3.649 -3.502 0.712 0.000
H 2.555 -2.256 0.076 0.002
H 2.833 -2.313 3.896 0.000
H 2.967 -1.176 2.539 0.000
H 3.994 -2.612 2.623 0.000
H -1.881 0.483 3.419 0.000
H -0.223 1.060 3.353 0.000
H -1.029 0.872 4.924 0.000
H -2.375 -1.773 4.509 0.000
H -1.365 -1.434 5.925 0.000
H -1.049 -2.865 4.921 0.000
H 1.695 -0.390 4.275 0.000
H 1.275 -1.920 5.091 0.000
H 0.729 -0.386 5.756 0.000
C 2.810 2.952 4.658 0.000
C 3.566 2.578 3.375 -0.001
Sb 2.260 1.651 1.872 0.004
C 1.233 3.533 1.467 0.003
C 2.116 4.661 0.937 0.000
C 3.783 1.932 0.347 0.001
C 4.665 0.694 0.165 0.001
H 3.484 3.330 5.433 0.000
H 2.285 2.084 5.068 0.000
H 2.065 3.727 4.459 0.000
H 4.335 1.832 3.608 0.000
H 4.089 3.451 2.974 0.000
H 0.769 3.828 2.412 0.000
H 0.433 3.297 0.765 0.000
H 2.945 4.866 1.619 0.000
H 1.541 5.586 0.828 0.000
H 2.536 4.414 -0.039 0.000
H 4.380 2.799 0.637 0.000
H 3.266 2.155 -0.588 0.000
H 5.188 0.437 1.090 0.000
H 5.416 0.866 -0.612 0.000
H 4.056 -0.159 -0.137 0.001
O -0.364 0.814 0.313 0.084
C 0.674 0.810 -0.465 0.181
O 1.520 -0.194 -0.431 0.132
H 0.838 1.618 -1.182 0.007
C -2.205 -1.963 -3.903 0.000
C -1.215 -1.115 -3.094 0.007
O -1.530 -0.991 -1.778 0.040
C -1.231 0.296 -3.765 0.002
F -0.277 1.131 -3.342 0.004
F -1.105 0.234 -5.112 0.001
F -2.406 0.891 -3.516 0.000
C 0.218 -1.740 -3.238 0.005
F 0.452 -2.276 -4.454 0.000
F 1.225 -0.906 -3.004 0.013
F 0.343 -2.759 -2.333 0.014
H -3.195 -1.526 -3.781 0.000
H -2.222 -2.980 -3.515 0.000
H -1.938 -1.984 -4.955 0.000
```

Summary:
**Charge**: -1
**Lowest unoccupied orbital energy (alpha / beta)**: 2.7975 / 2.7927 eV
**Frontier orbital gap (alpha / beta)**: 5.6 / 7.4 eV
**Multiplicity**: 3
**M**: 716.30 g/mol

---

Molecular formula: C17H8Cl5FeN4S3Se
Method: DFT, ωB97M-V with the def2-TZVPD basis set

The geometry in XYZ format:
```
39
Properties=species:S:1:pos:R:3:lowdin_spin:R:1
Fe 0.221 -0.909 0.729 3.888
S -4.265 -2.815 0.945 0.078
C -2.706 -2.259 0.876 0.001
S -2.130 -1.105 -0.256 0.353
S -1.447 -2.651 1.956 0.355
Cl 1.774 -1.713 3.078 0.029
C 1.181 -0.046 3.247 0.014
C 0.006 0.232 2.583 0.050
C -0.467 1.519 2.823 0.012
Cl -1.966 1.990 2.076 0.004
C 0.198 2.438 3.631 0.001
Cl -0.451 4.020 3.908 0.002
C 1.425 2.093 4.212 0.002
Cl 2.287 3.243 5.177 0.000
C 1.946 0.817 4.016 0.001
Cl 3.463 0.365 4.703 0.002
C 3.494 -0.788 -2.109 0.002
C 3.143 -0.533 -0.725 0.011
N 2.739 -0.369 0.334 0.014
H 4.484 -1.234 -2.181 0.000
H 3.444 0.146 -2.666 0.000
H 2.752 -1.482 -2.506 0.000
N 2.070 -6.826 -0.785 0.002
C 2.143 -5.676 -0.915 0.001
N 2.351 -4.390 -1.148 0.008
C 1.538 -3.505 -0.668 0.015
N 0.900 -2.583 -0.352 0.031
Se 0.417 1.282 -0.885 0.099
C -1.210 1.594 -1.826 0.005
C -1.571 0.819 -2.928 0.009
C -2.742 1.069 -3.627 0.001
C -3.583 2.104 -3.244 0.005
C -3.237 2.883 -2.148 -0.001
C -2.067 2.630 -1.448 0.007
H -0.930 -0.003 -3.221 0.000
H -3.005 0.437 -4.469 0.000
H -4.505 2.290 -3.781 0.000
H -3.887 3.688 -1.823 0.000
H -1.807 3.231 -0.586 0.001
```

Summary:
**Charge**: -2
**Lowest unoccupied orbital energy (alpha / beta)**: 3.9949 / 3.9868 eV
**Frontier orbital gap (alpha / beta)**: 5.8 / 6.3 eV
**Multiplicity**: 6
**M**: 676.55 g/mol

---

Molecular formula: C12H13NO3S
Method: DFT, ωB97M-V with the def2-TZVPD basis set

The geometry in XYZ format:
```
30
Properties=species:S:1:pos:R:3:lowdin_charge:R:1
N -3.225 -3.459 0.114 0.149
C -2.982 -2.408 0.493 -0.248
C -2.691 -1.072 0.943 -0.240
C -3.583 -0.064 0.217 -0.477
S -3.207 1.652 0.705 0.859
C -1.991 2.117 -0.594 -0.425
C -0.783 1.242 -0.570 -0.332
C -0.565 0.293 -1.565 -0.045
C 0.530 -0.543 -1.513 0.013
C 1.439 -0.451 -0.459 -0.260
O 2.480 -1.332 -0.498 -0.025
C 3.439 -1.285 0.521 -0.096
C 4.259 0.000 0.564 -0.533
O 4.867 0.371 1.531 0.115
O 4.246 0.652 -0.595 0.138
C 1.229 0.496 0.539 -0.002
C 0.126 1.328 0.476 -0.041
H -2.862 -1.012 2.022 0.123
H -1.636 -0.860 0.746 0.098
H -3.463 -0.138 -0.863 0.080
H -4.630 -0.228 0.472 0.077
H -1.746 3.152 -0.359 0.078
H -2.507 2.073 -1.553 0.079
H -1.255 0.211 -2.392 0.117
H 0.706 -1.280 -2.279 0.123
H 4.133 -2.106 0.306 0.150
H 3.003 -1.457 1.515 0.146
H 4.791 1.453 -0.547 0.144
H 1.914 0.599 1.366 0.114
H -0.037 2.054 1.260 0.120
```

Summary:
**Lowest unoccupied orbital energy**: 0.4882 eV
**Frontier orbital gap**: 9.2 eV
**M**: 251.31 g/mol

---

What did the second record say?
Molecular formula: C17H8Cl5FeN4S3Se
Method: DFT, ωB97M-V with the def2-TZVPD basis set

The geometry in XYZ format:
```
39
Properties=species:S:1:pos:R:3:lowdin_spin:R:1
Fe 0.221 -0.909 0.729 3.888
S -4.265 -2.815 0.945 0.078
C -2.706 -2.259 0.876 0.001
S -2.130 -1.105 -0.256 0.353
S -1.447 -2.651 1.956 0.355
Cl 1.774 -1.713 3.078 0.029
C 1.181 -0.046 3.247 0.014
C 0.006 0.232 2.583 0.050
C -0.467 1.519 2.823 0.012
Cl -1.966 1.990 2.076 0.004
C 0.198 2.438 3.631 0.001
Cl -0.451 4.020 3.908 0.002
C 1.425 2.093 4.212 0.002
Cl 2.287 3.243 5.177 0.000
C 1.946 0.817 4.016 0.001
Cl 3.463 0.365 4.703 0.002
C 3.494 -0.788 -2.109 0.002
C 3.143 -0.533 -0.725 0.011
N 2.739 -0.369 0.334 0.014
H 4.484 -1.234 -2.181 0.000
H 3.444 0.146 -2.666 0.000
H 2.752 -1.482 -2.506 0.000
N 2.070 -6.826 -0.785 0.002
C 2.143 -5.676 -0.915 0.001
N 2.351 -4.390 -1.148 0.008
C 1.538 -3.505 -0.668 0.015
N 0.900 -2.583 -0.352 0.031
Se 0.417 1.282 -0.885 0.099
C -1.210 1.594 -1.826 0.005
C -1.571 0.819 -2.928 0.009
C -2.742 1.069 -3.627 0.001
C -3.583 2.104 -3.244 0.005
C -3.237 2.883 -2.148 -0.001
C -2.067 2.630 -1.448 0.007
H -0.930 -0.003 -3.221 0.000
H -3.005 0.437 -4.469 0.000
H -4.505 2.290 -3.781 0.000
H -3.887 3.688 -1.823 0.000
H -1.807 3.231 -0.586 0.001
```

Summary:
**Charge**: -2
**Lowest unoccupied orbital energy (alpha / beta)**: 3.9949 / 3.9868 eV
**Frontier orbital gap (alpha / beta)**: 5.8 / 6.3 eV
**Multiplicity**: 6
**M**: 676.55 g/mol

---

M of number 2 (C17H8Cl5FeN4S3Se)?
676.55 g/mol